# 1
This record from the Open Molecules 2025 dataset describes a molecular structure, C4H3IN2. The level of theory is the ωB97M-V functional and the def2-TZVPD basis.

```
10
Properties=species:S:1:pos:R:3:forces:R:3
C -3.43984 2.24828 -0.02015 -4.2 -2.7 -0.1
C 0.57713 0.14649 -0.05472 2.9 0.1 -1.7
C -0.61845 -0.44398 0.02492 -0.3 -2.3 -0.6
C -1.79386 0.28411 0.11090 -1.6 0.8 0.5
N -4.46228 1.43579 -0.07834 -0.5 0.9 -0.2
N -2.40901 2.71790 0.09407 3.9 2.4 0.2
I -3.73437 -0.47079 -0.01209 1.8 0.2 0.0
H 1.38611 -0.52694 -0.43904 -0.6 0.3 0.8
H 1.03746 1.17298 -0.06696 -1.7 -0.7 0.6
H -0.66102 -1.53580 -0.20588 0.4 0.8 0.4
```
Forces are in eV/Å.

The gap between HOMO and LUMO (spin up / spin down) is 5.9039 / 5.8987 eV. For the HOMO energy (spin up / spin down), the calculation gives -0.3002 / -0.3001 Ha. For the energy above the lowest of the compared OMol25 structures with the same formula, charge and spin, the calculation gives 162.87 kcal/mol. Its net charge is 0. For the calculated total energy, the calculation gives -15268.90405 eV. Its molar mass is 205.99 g mol⁻¹.

***

# 2
This record from the Open Molecules 2025 dataset describes 2 unconnected molecules or ions with the total composition CH2BrCl2. The level of theory is the ωB97M-V functional and the def2-TZVPD basis.

```
6
Properties=species:S:1:pos:R:3:forces:R:3
Br 1.44657 2.33554 1.67219 -0.1 -0.1 0.0
C -0.22031 -0.43644 -0.13096 0.0 -0.2 -1.2
Cl 0.68789 0.08168 -1.60545 -0.1 0.1 0.7
Cl -1.77280 -1.08282 -0.72002 -0.5 -0.3 0.1
H 0.33208 -1.29242 0.25669 -0.1 0.6 0.4
H -0.47342 0.39445 0.52756 0.8 -0.1 0.0
```
Forces are in eV/Å.

The gap between HOMO and LUMO is 6.9464 eV. For the HOMO energy, the calculation gives -0.1369 Ha. For the energy above the lowest of the compared OMol25 structures with the same formula, charge and spin, the calculation gives 4.47 kcal/mol. Its net charge is -1. For the calculated total energy, the calculation gives -96159.21798 eV. Its molar mass is 164.84 g mol⁻¹.

***

# 3
This record from the Open Molecules 2025 dataset describes a molecular structure, CHO3Tl. The level of theory is the ωB97M-V functional and the def2-TZVPD basis.

```
6
Properties=species:S:1:pos:R:3:forces:R:3
C 0.88313 0.04108 -1.08846 2.3 -2.1 5.3
O 1.82114 -0.05626 -0.18965 4.1 0.4 0.0
O 0.05031 0.51720 -0.26789 -4.8 2.1 -1.7
Tl -1.48875 0.22267 1.04444 -0.5 0.1 0.3
O 1.32481 -0.87010 -1.77945 -1.2 -0.5 -3.7
H -2.59063 0.14542 2.28101 0.1 -0.1 -0.2
```
Forces are in eV/Å.

The gap between HOMO and LUMO (spin up / spin down) is 9.7698 / 9.6369 eV. For the HOMO energy (spin up / spin down), the calculation gives -0.8420 / -0.8497 Ha. For the energy above the lowest of the compared OMol25 structures with the same formula, charge and spin, the calculation gives 104.19 kcal/mol. Its net charge is +2. For the calculated total energy, the calculation gives -11859.38411 eV. Its molar mass is 265.40 g mol⁻¹.

***

# 4
This record from the Open Molecules 2025 dataset describes a single C19H21N3O4S molecule. The level of theory is the ωB97M-V functional and the def2-TZVPD basis.

```
48
Properties=species:S:1:pos:R:3:forces:R:3
C -2.22530 -1.82189 -0.45126 -0.1 0.1 -0.2
C -3.09856 -0.80084 -1.16996 0.0 0.0 0.1
C -3.62193 0.32578 -0.25305 -0.2 -0.2 0.0
C -4.43585 -0.16977 0.94735 -0.1 0.1 -0.2
C -5.70147 -0.91091 0.53607 0.2 0.1 0.1
C -2.45831 1.12559 0.20918 0.3 0.6 -0.7
N -1.93234 1.07128 1.37808 -1.2 -0.9 0.3
N -0.83471 1.80483 1.52652 1.5 0.9 0.3
C -0.50932 2.43725 0.44905 -0.7 -0.3 -0.7
N 0.65130 3.16163 0.33562 0.2 0.4 0.2
C 1.11896 3.59840 -0.87032 0.4 0.1 0.5
O 0.42224 3.70086 -1.85069 0.1 0.1 -0.3
C 2.61740 3.89860 -0.87378 0.0 0.1 -0.4
O 3.34286 3.13809 0.06670 0.1 0.0 0.2
C 3.24182 1.77744 0.03227 0.1 -0.6 0.1
C 3.91821 1.09807 1.05542 0.0 0.3 -0.1
C 3.82058 -0.26483 1.16807 -0.2 0.0 -0.2
C 3.03236 -1.01089 0.28169 -0.2 0.3 -0.4
C 2.83808 -2.43824 0.36401 -0.3 -0.3 -0.4
C 3.52680 -3.22609 1.42875 -0.1 0.0 -0.1
C 2.01927 -3.02676 -0.53607 0.3 0.1 0.4
C 1.33517 -2.29246 -1.57943 -0.4 -0.4 -0.3
O 0.57503 -2.76640 -2.38600 0.3 0.2 0.2
O 1.58147 -0.94265 -1.64300 -0.1 0.1 -0.3
C 2.37698 -0.32188 -0.75045 0.6 0.2 0.8
C 2.49960 1.05970 -0.88922 0.0 0.0 -0.1
S -1.58755 2.19015 -0.89635 -0.1 -0.4 0.8
H -1.46356 -1.32478 0.14660 0.1 0.0 0.1
H -1.72731 -2.45738 -1.17972 0.0 -0.1 0.0
H -2.81692 -2.45171 0.20782 0.0 -0.1 0.1
H -3.94869 -1.30395 -1.63124 0.0 0.0 -0.1
H -2.51840 -0.33880 -1.97264 -0.1 0.0 -0.1
H -4.25720 0.97613 -0.86705 0.0 0.0 0.1
H -4.70689 0.69868 1.55081 0.1 0.0 0.1
H -3.80724 -0.80749 1.56660 0.0 0.0 0.1
H -6.29526 -1.14791 1.41560 -0.1 -0.1 0.0
H -6.30642 -0.29807 -0.12935 -0.1 0.0 -0.1
H -5.46524 -1.84169 0.02764 0.0 -0.1 -0.1
H 1.26271 3.13871 1.14201 0.0 -0.1 -0.1
H 2.78510 4.94303 -0.59433 0.0 -0.1 -0.1
H 2.99047 3.74678 -1.89411 -0.1 0.0 0.1
H 4.50403 1.67648 1.75126 0.1 0.1 0.1
H 4.34500 -0.76727 1.96432 0.1 -0.1 0.1
H 4.60619 -3.10583 1.35006 0.1 0.0 0.0
H 3.28382 -4.28085 1.33746 0.0 -0.1 0.0
H 3.21744 -2.87922 2.41351 0.0 0.0 0.1
H 1.82577 -4.08774 -0.52024 0.0 -0.1 0.0
H 1.97976 1.51880 -1.71422 -0.1 0.1 -0.1
```
Forces are in eV/Å.

The gap between HOMO and LUMO is 8.7501 eV. Its SMILES is CCC(CC)c1nnc(NC(=O)COc2ccc3c(C)cc(=O)oc3c2)s1. For the HOMO energy, the calculation gives -0.3209 Ha. For the energy above the lowest of the compared OMol25 structures with the same formula, charge and spin, the calculation gives 35.12 kcal/mol. Its net charge is 0. For the calculated total energy, the calculation gives -43539.77593 eV. Its molar mass is 387.46 g mol⁻¹.

***

What did the first record say?
This record from the Open Molecules 2025 dataset describes a molecular structure, C4H3IN2. The level of theory is the ωB97M-V functional and the def2-TZVPD basis.

```
10
Properties=species:S:1:pos:R:3:forces:R:3
C -3.43984 2.24828 -0.02015 -4.2 -2.7 -0.1
C 0.57713 0.14649 -0.05472 2.9 0.1 -1.7
C -0.61845 -0.44398 0.02492 -0.3 -2.3 -0.6
C -1.79386 0.28411 0.11090 -1.6 0.8 0.5
N -4.46228 1.43579 -0.07834 -0.5 0.9 -0.2
N -2.40901 2.71790 0.09407 3.9 2.4 0.2
I -3.73437 -0.47079 -0.01209 1.8 0.2 0.0
H 1.38611 -0.52694 -0.43904 -0.6 0.3 0.8
H 1.03746 1.17298 -0.06696 -1.7 -0.7 0.6
H -0.66102 -1.53580 -0.20588 0.4 0.8 0.4
```
Forces are in eV/Å.

The gap between HOMO and LUMO (spin up / spin down) is 5.9039 / 5.8987 eV. For the HOMO energy (spin up / spin down), the calculation gives -0.3002 / -0.3001 Ha. For the energy above the lowest of the compared OMol25 structures with the same formula, charge and spin, the calculation gives 162.87 kcal/mol. Its net charge is 0. For the calculated total energy, the calculation gives -15268.90405 eV. Its molar mass is 205.99 g mol⁻¹.

***

What is the molar mass in the fourth record? 387.46 g mol⁻¹